No. 1
79
Properties=species:S:1:pos:R:3:lowdin_charge:R:1 method="wB97M-V/def2-TZVPD" charge=0 e_tot_ha=-2576.0625
Pb 0.15299 0.26394 -1.41277 1.0806
Si 2.80245 0.47112 -2.28927 0.4971
P -0.73649 0.71785 -4.20199 0.7100
N -1.10688 -1.69297 -1.29420 -0.1075
H -0.47712 3.13604 0.74613 0.1123
C -2.47460 0.93183 -4.71496 -0.2755
H -2.54738 1.08943 -5.79941 0.0463
H -2.89768 1.79953 -4.18853 0.0414
H -3.04370 0.03704 -4.42992 0.0510
C 0.10596 2.07264 -5.09801 -0.2853
H -0.19479 2.06254 -6.15546 0.0468
H 1.19247 1.94920 -5.01502 0.0274
H -0.17999 3.03434 -4.64747 0.0344
C -0.22715 -0.74182 -5.18492 -0.2703
H -0.53152 -0.61113 -6.23199 0.0480
H -0.71351 -1.62994 -4.76411 0.0468
H 0.86164 -0.86828 -5.12492 0.0347
C 3.42558 2.20851 -1.83078 -0.3495
H 3.11986 2.48653 -0.80611 0.0036
H 3.03957 2.96044 -2.54271 0.0152
H 4.52839 2.20170 -1.88013 0.0178
H 3.71150 -0.47346 -1.55311 -0.0691
H 2.97117 0.29362 -3.77511 -0.0849
C -0.74248 -2.92068 -1.53856 -0.4909
C -1.34246 -5.32743 -1.67045 -0.1402
C -1.67047 -4.02516 -1.34435 -0.0779
C 0.58069 -3.30784 -2.03506 -0.0946
C 0.87733 -4.61930 -2.34987 -0.1471
C -0.07249 -5.64649 -2.19031 -0.1533
H -2.08496 -6.10544 -1.52163 0.0895
H -2.65147 -3.78106 -0.94125 0.0849
H 1.33494 -2.51906 -2.15218 0.0582
H 1.87749 -4.84133 -2.72956 0.0918
H 0.18011 -6.66978 -2.46614 0.0766
C -1.07125 3.04898 -0.18810 -0.5849
O -1.16749 1.68199 -0.46703 -0.4043
C -2.49737 3.49129 0.05454 -0.0462
H -2.58233 4.57674 0.14152 0.0783
H -2.88610 3.02552 0.96354 0.0571
H -3.12675 3.13730 -0.77486 0.0902
C -0.38035 3.89165 -1.25419 -0.0595
H -0.86889 3.75523 -2.22678 0.0710
H 0.67849 3.62114 -1.33636 0.0555
H -0.41864 4.96670 -1.00542 0.0858
O 0.94220 -0.38185 0.75863 -0.4815
P 0.47184 -0.25045 2.20147 0.8233
C 1.48041 0.99316 3.02008 -0.2746
C 2.01716 0.77386 4.29773 -0.0688
C 2.86135 1.72713 4.87156 -0.0753
C 3.18614 2.89254 4.17093 -0.0760
C 2.64119 3.11868 2.90265 -0.0708
C 1.79001 2.17712 2.32536 -0.0659
C -1.26033 0.22950 2.30634 -0.2857
C -1.66678 1.20341 3.23029 -0.0720
C -3.01683 1.55064 3.32612 -0.0926
C -3.96388 0.94627 2.49516 -0.0846
C -3.55031 -0.00491 1.55836 -0.0612
C -2.20965 -0.35460 1.45548 -0.0794
C 0.69682 -1.84198 3.00637 -0.2740
C -0.36386 -2.49546 3.64858 -0.0622
C -0.19734 -3.79836 4.11987 -0.0721
C 1.02700 -4.45470 3.95495 -0.0722
C 2.09644 -3.79060 3.34713 -0.0717
C 1.93838 -2.48919 2.86672 -0.0659
H 1.77215 -0.14747 4.82983 0.1098
H 3.26593 1.54729 5.86931 0.1070
H 3.86638 3.62154 4.61666 0.1067
H 2.88175 4.03176 2.35706 0.1076
H 1.36492 2.35847 1.33344 0.0905
H -0.92738 1.69021 3.86777 0.1048
H -3.32672 2.31845 4.03843 0.1053
H -5.01962 1.22363 2.57159 0.1079
H -4.27649 -0.45505 0.88164 0.1127
H -1.90313 -1.06397 0.68078 0.0735
H -1.31785 -1.97823 3.78395 0.1084
H -1.02972 -4.30683 4.61069 0.1073
H 1.15360 -5.48169 4.30440 0.1072
H 3.06518 -4.27675 3.23377 0.1064
H 2.76473 -1.96320 2.38415 0.1166



No. 2
82
Properties=species:S:1:pos:R:3:lowdin_charge:R:1 method="wB97M-V/def2-TZVPD" charge=0 e_tot_ha=-2185.0096 smiles="CCCCCCCC[C@H]1C[C@@H](B(N)O)[C@H](Cc2ccccc2)S(=O)(=O)O1.Fc1ccccc1.Fc1ccccc1"
C 4.65791 -1.15280 4.04224 -0.1072
C 3.69864 -2.35443 4.08584 -0.2442
C 2.99385 -2.62918 2.76448 -0.2262
C 3.93984 -2.76099 1.56376 -0.2042
C 3.35324 -2.25491 0.25003 -0.2066
C 1.98034 -2.83989 -0.09911 -0.1868
C 1.14198 -1.92826 -1.02284 -0.1683
C -0.10980 -1.33426 -0.35482 -0.1174
C 0.13392 0.02521 0.27710 -0.3315
C -0.93410 1.04063 -0.02524 -0.1050
C -0.77406 2.34433 0.77855 -0.1652
B -1.86759 2.55621 1.93128 -0.5900
N -1.85183 3.74549 2.76175 0.1740
O -2.88393 1.66455 2.15400 0.1548
C 0.66709 2.57334 1.34061 -0.2848
C 1.59571 2.97070 0.18810 -0.1206
C 3.06475 3.13319 0.48590 -0.2265
C 3.98005 2.94682 -0.56043 -0.0393
C 5.35534 3.06193 -0.35642 -0.0791
C 5.82589 3.36446 0.91628 -0.0893
C 4.93230 3.56987 1.96911 -0.0650
C 3.56255 3.44636 1.74837 -0.0484
S 1.14536 1.10599 2.28259 0.6551
O 2.49780 0.71988 2.02759 -0.2416
O 0.76871 1.34663 3.64293 -0.2475
O 0.19547 -0.05766 1.73588 -0.1734
H 4.47395 -0.49786 3.19717 0.0536
H 4.51136 -0.55064 4.93650 0.0653
H 5.69723 -1.46542 4.06979 0.0654
H 4.23176 -3.24735 4.40472 0.1014
H 2.92904 -2.13837 4.82233 0.0981
H 2.44094 -3.56423 2.85013 0.1063
H 2.26215 -1.85608 2.54296 0.0860
H 4.88496 -2.25541 1.74547 0.1006
H 4.20050 -3.81353 1.42727 0.1108
H 4.02813 -2.50095 -0.56893 0.1103
H 3.30331 -1.16550 0.28167 0.0962
H 2.15771 -3.78344 -0.61295 0.1084
H 1.41496 -3.09194 0.79428 0.0947
H 0.83764 -2.49892 -1.89502 0.0984
H 1.79351 -1.12983 -1.37375 0.1077
H -0.41311 -2.02512 0.42852 0.1247
H -0.88840 -1.25939 -1.10548 0.0869
H 1.09467 0.38905 -0.08019 0.1213
H -1.89038 0.58507 0.23135 0.1048
H -0.98209 1.19779 -1.10047 0.1373
H -0.91927 3.15347 0.05924 0.1438
H -1.40079 4.54199 2.33387 0.0700
H -1.49420 3.59480 3.69494 0.0885
H -2.58803 0.75080 2.08115 0.0965
H 0.56779 3.37123 2.06414 0.1144
H 1.22611 3.94177 -0.14810 0.1365
H 1.43913 2.30576 -0.65429 0.1147
H 3.61362 2.69899 -1.54753 0.1082
H 6.02561 2.88769 -1.18207 0.0980
H 6.88586 3.44092 1.10419 0.0970
H 5.29803 3.79731 2.95609 0.1012
H 2.87632 3.58333 2.57142 0.1101
F -1.27328 -1.57733 -3.42534 0.0454
C -2.43872 -2.22478 -3.64998 -0.2815
C -2.95877 -3.02265 -2.65192 -0.0247
C -4.16869 -3.66457 -2.87620 -0.0912
C -4.83044 -3.50525 -4.08426 -0.1042
C -4.27956 -2.70725 -5.07678 -0.0770
C -3.07429 -2.05527 -4.86220 -0.0115
H -2.42585 -3.13219 -1.71605 0.1121
H -4.59845 -4.28435 -2.10032 0.1095
H -5.77544 -4.00203 -4.25166 0.1053
H -4.79294 -2.58521 -6.02079 0.1083
H -2.63417 -1.41670 -5.61634 0.1181
F -6.89796 -1.54966 -3.33214 0.0519
C -6.42233 -0.41938 -2.76858 -0.2798
C -5.56655 -0.51424 -1.68943 -0.0132
C -5.08101 0.65348 -1.11822 -0.0735
C -5.45763 1.88986 -1.62430 -0.0914
C -6.32190 1.95951 -2.70833 -0.0825
C -6.80904 0.79829 -3.29102 -0.0164
H -5.29127 -1.48648 -1.30688 0.1086
H -4.40828 0.59803 -0.27219 0.0921
H -5.08037 2.79708 -1.17156 0.1014
H -6.62137 2.92147 -3.10185 0.1043
H -7.47919 0.83038 -4.13961 0.1171



No. 3
84
Properties=species:S:1:pos:R:3:mulliken_spin:R:1 method="wB97M-V/def2-TZVPD" charge=+2 e_tot_ha=-7806.5880 spin_multiplicity=2
Ir -0.94711 0.47342 0.87464 0.0548
C -4.96506 -1.43842 -0.19725 -0.0039
Sb -3.43546 -0.01454 0.14791 -0.0013
C -1.58621 -1.28421 0.15561 0.0017
C -1.20366 -1.97734 -1.12459 -0.0056
C 0.05492 -1.84767 -1.70642 -0.0013
C 0.39079 -2.66514 -2.77262 0.0009
C -0.52870 -3.60470 -3.21243 0.0000
C -1.74628 -3.67869 -2.55827 0.0009
N -2.08627 -2.89119 -1.53685 0.0002
Si -1.44941 -2.60834 1.56707 0.0073
C -1.35335 -1.76556 3.24083 -0.0046
C -2.91324 -3.75025 1.56330 0.0014
C 0.14426 -3.49830 1.22818 -0.0015
C -3.25861 1.30939 -1.55237 0.0036
C -1.81581 1.64172 -1.76123 0.0021
C -1.49211 2.59170 -2.74512 -0.0075
C -0.19779 2.88804 -3.08367 0.0015
C 0.83453 2.22609 -2.42545 -0.0042
C 0.49992 1.36841 -1.41741 0.0004
N -0.78607 1.10299 -1.04843 -0.0101
Si -4.16580 2.91698 -0.91306 -0.0008
C -5.64659 2.47660 0.14511 -0.0005
C -2.91587 3.80726 0.15777 -0.0023
C -4.76464 4.04414 -2.27183 0.0004
Si -4.04556 0.63717 -3.20559 -0.0006
C -3.34877 -1.03385 -3.60590 0.0001
C -3.69584 1.66537 -4.72812 0.0000
C -5.89845 0.55682 -2.95788 0.0000
H -4.72725 -2.32056 0.38458 -0.0007
H -4.94784 -1.66865 -1.25649 0.0001
H -5.90155 -0.98834 0.11795 0.0003
H 0.76806 -1.14701 -1.30556 0.0024
H 1.36308 -2.58437 -3.24145 0.0002
H -0.30366 -4.27703 -4.02809 0.0001
H -2.49227 -4.40128 -2.86991 0.0000
H -2.22344 -1.13647 3.44527 -0.0003
H -0.44425 -1.17118 3.36224 0.0046
H -1.32013 -2.53646 4.01538 -0.0001
H -3.79997 -3.28560 2.00012 0.0001
H -2.68242 -4.62768 2.17357 0.0001
H -3.14277 -4.08858 0.55328 -0.0004
H 0.97042 -2.79949 1.07240 0.0008
H 0.06211 -4.12439 0.33757 0.0003
H 0.40432 -4.14655 2.06850 -0.0002
H -2.30638 3.08600 -3.25229 -0.0012
H 0.01160 3.61799 -3.85445 0.0004
H 1.87321 2.39282 -2.67028 -0.0002
H 1.26400 0.87519 -0.83979 0.0028
H -5.38375 2.03285 1.10718 0.0001
H -6.35376 1.81280 -0.35636 -0.0001
H -6.18552 3.40440 0.35540 -0.0001
H -2.41568 3.10931 0.83754 -0.0020
H -3.41225 4.57026 0.76273 0.0002
H -2.14394 4.30756 -0.43001 -0.0006
H -5.18562 3.51657 -3.12418 0.0000
H -3.98440 4.71592 -2.63612 0.0001
H -5.56139 4.67138 -1.86435 0.0001
H -2.25807 -1.05322 -3.52900 0.0001
H -3.61016 -1.28133 -4.63806 0.0001
H -3.74005 -1.82468 -2.96913 -0.0001
H -2.65481 1.60274 -5.04718 0.0000
H -3.97981 2.71491 -4.67349 0.0000
H -4.29596 1.21419 -5.52483 -0.0001
H -6.22294 0.36054 -1.93633 0.0001
H -6.30234 -0.24389 -3.58316 0.0000
H -6.37735 1.48303 -3.28165 -0.0001
Br 4.02040 0.42313 1.83244 0.0506
C 2.67102 1.01175 2.94562 0.1050
C 2.94913 1.46537 4.22631 -0.0682
C 1.94272 1.91243 5.07396 0.2118
Br 2.40321 2.51422 6.75422 0.0837
C 0.55974 1.91076 4.65939 0.0155
C -0.53164 2.33874 5.43897 0.0256
C -1.80333 2.27427 4.91869 0.0091
C -1.99755 1.77585 3.62636 -0.0080
N -0.98065 1.37246 2.88331 0.0241
C 0.27594 1.44284 3.38280 0.1155
C 1.32694 0.99325 2.47290 0.1473
O 1.02283 0.60272 1.29657 0.2450
H 3.97385 1.47311 4.57134 0.0050
H -0.36508 2.71751 6.43862 0.0069
H -2.65646 2.59773 5.49772 0.0001
H -2.98177 1.69228 3.18351 -0.0068